Here is a 5-piece molecular cluster, H10O5 overall from OMol25. Energies are from wB97M-V/def2-TZVPD.

Values from the calculation:
* E: -10400.643 eV
* SMILES: O.O.O.O.O
* Kohn-Sham gap: 11.6 eV
* relative energy (zero: lowest compared OMol25 entry of this formula, charge and spin): 0.207 eV

Geometry as ORCA input:
```
! wB97M-V def2-TZVPD RIJCOSX def2/J DEFGRID3
* xyz 0 1
H -1.76 -0.72 -0.72
O 2.03 -1.05 -0.42
O -0.72 1.21 1.11
H -0.48 -0.42 0.89
H 1.30 1.82 -1.18
O -2.10 0.15 -1.06
H -1.34 1.16 0.35
O -0.51 -1.37 0.54
H 1.14 -1.42 -0.16
H -3.09 0.07 -1.07
H 1.86 0.66 -0.31
O 1.64 1.63 -0.28
H -0.70 -1.93 1.33
H 0.11 1.56 0.70
H 2.61 -1.35 0.28
*
```


Here is a 2-piece molecular cluster, C8H11N3 overall from OMol25. Energies are from wB97M-V/def2-TZVPD.

Values from the calculation:
* E: -12919.788 eV
* Kohn-Sham gap (alpha / beta): 7.7 / 7.7 eV
* relative energy (zero: lowest compared OMol25 entry of this formula, charge and spin): 5.785 eV

Geometry as ORCA input:
```
! wB97M-V def2-TZVPD RIJCOSX def2/J DEFGRID3
* xyz 2 1
H 2.75 -0.53 -0.81
C -2.64 0.40 -1.43
H 2.37 -2.63 1.56
H 1.57 0.34 -1.63
H 1.93 -2.95 -0.06
H -2.61 -0.91 1.87
N -1.15 -0.13 0.53
C 1.79 1.28 0.04
H -1.81 0.89 2.35
H -3.10 0.56 -3.45
H 3.38 0.96 -1.21
H 1.10 2.84 1.28
C -1.71 -0.15 1.93
C 0.11 -0.59 0.53
H -0.97 -0.43 2.58
C 2.32 0.52 -0.97
N 2.01 -2.28 0.68
N 1.30 1.92 0.87
H -4.51 0.95 -2.35
C 0.93 -1.50 0.53
C -1.88 0.02 -0.51
C -3.38 0.62 -2.48
*
```


Here is C33H37BCl2N9OSTc as an isolated structure from OMol25. Energies are from wB97M-V/def2-TZVPD.

Values from the calculation:
* E: -89024.270 eV
* Kohn-Sham gap (alpha / beta): 6.1 / 6.3 eV
* relative energy (zero: lowest compared OMol25 entry of this formula, charge and spin): 0.665 eV

Geometry as ORCA input:
```
! wB97M-V def2-TZVPD RIJCOSX def2/J DEFGRID3
* xyz 2 3
B -0.65 -0.47 2.90
C -2.17 0.13 -3.60
N -1.15 1.35 1.19
C 1.36 2.66 -1.35
H 3.97 6.72 -3.43
H 4.37 4.44 -4.28
H -0.55 1.12 5.39
Cl -2.02 0.70 -1.93
N 0.80 1.77 -0.89
H 2.95 0.40 -0.83
C -2.60 -0.85 -6.13
H -3.66 -3.67 1.18
C 1.83 5.05 -1.42
H 2.35 7.11 -1.60
C -1.32 -0.43 -5.77
C 1.11 -2.50 -1.43
H -0.40 -3.18 -2.84
H 0.90 -2.94 0.69
H 2.96 -1.99 -0.42
C -1.05 0.11 -4.47
H 1.79 -0.79 4.33
C 0.70 -3.40 -0.28
C 3.43 5.89 -3.00
C -2.35 2.84 2.35
C -1.99 3.36 -0.13
H 0.93 -3.64 6.74
Cl -0.08 -0.58 -6.93
C -0.33 -2.07 6.02
H 0.99 -2.37 -3.59
Tc -0.17 0.08 -0.19
C -2.38 -2.17 0.21
H -2.24 1.62 4.20
C 2.52 6.11 -1.97
H -3.03 -3.34 -1.43
C -2.92 -2.90 1.25
H 1.15 -4.00 -2.94
H -0.35 -3.70 -0.34
C 2.57 0.10 1.28
H -0.70 -4.15 6.32
O 0.46 -1.16 -1.32
C 3.40 0.60 0.14
C 3.66 4.60 -3.48
H -2.93 3.71 2.61
C -0.12 -3.35 6.77
H -0.40 -3.24 7.81
H -4.24 -0.22 -3.22
C 2.07 3.77 -1.91
H 1.12 5.21 -0.61
C -2.73 -2.31 -1.23
H 3.14 2.52 -3.31
H -3.58 -1.67 -1.49
C 3.03 -0.17 2.56
C 2.98 3.53 -2.94
N -1.42 -1.50 2.04
N -1.44 -1.32 0.69
H 2.87 -1.44 -2.12
C -3.43 -0.27 -3.94
H -2.76 -1.23 -7.13
H 3.57 1.67 0.24
C 0.68 -3.03 -2.78
H 3.10 -3.15 -1.74
H 4.37 0.11 0.16
H -2.17 4.39 0.16
H -1.12 3.33 -0.78
H -4.63 -1.07 -5.52
N 1.24 -0.13 1.24
C -3.64 -0.76 -5.23
N -0.58 -2.07 4.72
H -0.12 -0.44 7.55
C 1.90 -0.52 3.29
H -1.91 -2.06 -1.90
H 1.30 -4.31 -0.35
C -1.82 2.54 1.11
C -1.98 1.80 3.17
N -1.25 0.92 2.49
C -0.54 0.05 5.45
H -2.40 -2.71 3.43
S 0.46 0.74 -4.06
H -2.85 3.02 -0.70
N -0.74 -0.75 4.37
C -2.29 -2.44 2.39
H 4.04 -0.11 2.91
N 0.84 -0.49 2.48
C 2.60 -2.24 -1.42
C -0.29 -0.75 6.53
*
```